A molecular structure, C31H33Cl5N5O2Pm at a distorted geometry, computed with the ωB97M-V functional and the def2-TZVPD basis.

```
77
Properties=species:S:1:pos:R:3:mulliken_charge:R:1
H -0.03946 -4.31013 2.90397 0.366
H -0.53347 -1.65424 1.55978 -0.553
O -0.11491 -0.08774 -2.17636 -0.478
C -4.34672 3.09730 -2.73158 -0.646
Cl 0.27428 -0.23647 -5.06772 -0.229
H -2.73559 2.10153 -3.74843 0.533
Cl 0.40481 2.56663 -6.49220 -0.220
Cl -0.42876 4.92511 -1.68218 -0.228
C 0.26842 -3.34750 2.48171 -1.475
C -3.87859 1.28757 -0.66304 0.998
C -3.34887 2.13992 -2.85551 -0.661
H -0.37949 -2.20797 -1.61997 0.359
H -2.77225 -2.65523 0.99313 0.352
H -2.33478 0.49883 -1.92339 0.276
H 2.17126 0.04021 3.26884 0.527
C -3.64510 0.30718 0.47039 -1.529
C 2.84315 0.32974 -1.23321 -1.305
C -2.08818 0.95845 2.09142 -0.654
N 1.68906 -2.33211 0.75289 -0.207
C -1.86980 -3.24494 1.18079 -1.448
C -5.11505 3.14607 -1.57767 -0.696
H -0.04592 -5.22635 0.39912 0.482
H -5.47051 2.30203 0.36154 0.332
C 6.01838 1.97997 0.02268 -0.772
H -5.89225 3.89311 -1.47451 0.375
H -1.73808 -4.07061 -0.79651 0.482
C 5.07857 -0.56487 -0.50107 -0.191
H -2.07734 -1.03637 2.98663 0.122
H -4.33294 0.57373 1.28211 0.413
C 6.36104 -0.39464 -0.00025 -0.824
H 0.76049 -4.25806 -0.82466 0.480
Pm 0.53024 0.31333 -0.17574 0.635
H 1.08308 1.16976 5.47770 0.476
H 7.00339 -1.24799 0.17832 0.390
H -2.34238 -2.55487 3.65996 0.448
H 4.73142 -1.57154 -0.71720 0.284
C -0.87643 0.94918 2.81900 0.086
C 6.82694 0.88036 0.26230 0.376
H -1.42925 1.86535 4.79936 0.538
C 0.59000 1.00307 4.53217 -0.954
C 1.15821 0.40583 3.38344 -0.625
H 2.78540 -0.58231 -1.84285 0.338
C 0.16859 2.46828 -4.78643 0.253
C 0.00689 3.61870 -4.02692 0.399
H 6.39289 2.97598 0.22345 0.394
C -0.18443 2.28561 -1.99035 0.625
H 2.57393 1.15976 -1.90581 0.350
H 4.11393 2.66086 -0.65846 0.435
N -2.27492 0.25474 0.97213 0.678
Cl 0.03014 5.16993 -4.78325 -0.214
H -2.90501 1.53304 2.53494 0.262
N -1.63814 -1.92502 3.28729 0.051
C -1.11857 -3.45096 -0.14116 -0.153
H -1.72744 -1.65655 -0.93401 -0.033
H 0.89401 -2.83146 3.21911 0.570
N -0.85658 -2.13487 -0.72593 -0.227
H -3.92964 -0.69544 0.12732 0.322
H 1.85593 -4.33384 1.44718 0.476
Cl 8.43916 1.10469 0.89427 -0.249
O -0.34212 2.17569 -0.67370 -0.929
H 2.18446 -2.48536 -0.12062 0.201
C 1.08618 -3.59503 1.20517 -0.271
N 0.28591 0.36098 2.34873 0.500
H 2.40235 -2.03328 1.41153 0.206
C -0.17469 3.51457 -2.64626 0.389
H -0.97701 -1.67596 4.02585 0.473
C 4.22515 0.51788 -0.75805 0.506
C -0.92651 -2.49988 2.09880 1.691
C -0.03842 1.10035 -2.77752 -0.533
C -3.12202 1.23655 -1.82793 0.158
C -0.69546 1.36626 4.18301 -1.027
H -2.16224 -4.21041 1.60677 0.515
C -4.87921 2.24541 -0.54668 -0.640
C 0.19536 -4.20035 0.11131 -1.487
C 4.74020 1.79394 -0.47558 -0.336
H -4.51895 3.80935 -3.52906 0.425
C 0.13428 1.22552 -4.15231 0.251
```

Properties
energy above the lowest of the compared OMol25 structures with the same formula, charge and spin = 0.0 kJ/mol
E = -4534.764023 Ha
molar mass = 829.90 u
<S²> = 6.005
multiplicity = 5